No. 1
An isolated ion of composition C4H11N2O and charge -1 in a non-equilibrium geometry. Source: OMol25; level of theory: ωB97M-V/def2-TZVPD.

CARTESIAN COORDINATES (ANGSTROEM)
N (0.986, -1.300, 2.388)
C (0.000, -0.833, 1.422)
C (0.511, 0.125, 0.330)
N (1.129, 1.289, 0.998)
C (-0.699, 0.499, -0.562)
C (-0.793, -0.262, -1.935)
O (-1.270, 0.491, -2.920)
H (1.344, -0.471, 2.852)
H (1.799, -1.624, 1.869)
H (-0.486, -1.666, 0.908)
H (-0.731, -0.283, 2.020)
H (1.228, -0.406, -0.300)
H (1.874, 1.604, 0.386)
H (0.454, 2.044, 0.973)
H (-0.607, 1.549, -0.845)
H (-1.640, 0.410, -0.028)
H (-1.449, -1.161, -1.731)
H (0.227, -0.725, -2.073)

Calculated values
E_HOMO ... -2.287 eV
LUMO energy ... 4.082 eV
Structure (SMILES) ... NC[C@H](N)CC[O-]
Net charge ... -1
ΔE to the lowest compared entry with this formula, charge and spin ... 24.5 kcal/mol

Just the Löwdin charges please, in e? Sure, here they are: -0.03 -0.29 -0.42 0.02 -0.18 -0.58 -0.36 0.04 0.05 0.11 0.10 0.12 0.06 0.05 0.09 0.09 0.07 0.07

No. 2
A 9-piece molecular cluster, C44H74O18 overall in a non-equilibrium geometry. Source: OMol25; level of theory: ωB97M-V/def2-TZVPD.

CARTESIAN COORDINATES (ANGSTROEM)
O (1.345, 7.096, -6.681)
C (0.954, 7.491, -5.434)
C (1.374, 8.766, -5.047)
C (1.074, 9.198, -3.793)
C (0.412, 8.354, -2.910)
O (0.095, 8.729, -1.683)
C (-0.069, 7.104, -3.326)
C (0.100, 6.705, -4.647)
H (1.425, 6.139, -6.675)
H (1.920, 9.357, -5.768)
H (1.458, 10.181, -3.561)
H (0.663, 8.328, -1.021)
H (-0.518, 6.433, -2.609)
H (-0.257, 5.767, -5.046)
O (1.804, 7.114, 3.367)
C (1.462, 6.234, 4.328)
C (1.365, 4.918, 3.965)
C (1.131, 3.911, 4.857)
C (0.790, 4.302, 6.176)
O (0.576, 3.286, 7.119)
C (0.830, 5.639, 6.577)
C (1.192, 6.628, 5.653)
H (2.307, 7.855, 3.712)
H (1.512, 4.746, 2.909)
H (1.223, 2.919, 4.440)
H (0.475, 3.706, 7.977)
H (0.601, 5.798, 7.621)
H (1.160, 7.657, 5.978)
O (-2.423, -9.252, -1.019)
C (-2.683, -7.995, -1.598)
C (-1.566, -7.298, -2.135)
C (-1.717, -5.999, -2.699)
C (-2.980, -5.362, -2.643)
O (-3.182, -4.176, -3.170)
C (-4.047, -6.082, -2.068)
C (-3.936, -7.415, -1.552)
H (-1.524, -9.571, -0.908)
H (-0.600, -7.781, -2.157)
H (-0.870, -5.577, -3.220)
H (-3.895, -4.116, -3.810)
H (-4.982, -5.544, -2.009)
H (-4.767, -7.989, -1.169)
O (4.441, -0.992, -4.898)
C (3.639, -0.150, -5.619)
C (3.758, 1.175, -5.288)
C (3.174, 2.091, -6.146)
C (2.478, 1.636, -7.240)
O (1.898, 2.625, -8.028)
C (2.392, 0.286, -7.548)
C (2.878, -0.619, -6.657)
H (5.315, -0.993, -5.294)
H (4.402, 1.454, -4.468)
H (3.156, 3.136, -5.875)
H (1.525, 2.287, -8.846)
H (1.857, -0.029, -8.432)
H (2.832, -1.691, -6.780)
C (5.592, 1.935, 0.788)
O (6.064, 0.574, 0.819)
C (6.323, 0.140, 2.182)
C (6.376, -1.424, 2.191)
O (7.313, -2.073, 1.350)
C (6.914, -2.046, -0.082)
H (5.344, 2.091, -0.262)
H (6.330, 2.609, 1.222)
H (4.695, 2.079, 1.391)
H (5.390, 0.444, 2.657)
H (7.141, 0.625, 2.714)
H (5.404, -1.918, 2.179)
H (6.733, -1.694, 3.185)
H (6.650, -1.058, -0.458)
H (6.012, -2.655, -0.144)
H (7.758, -2.407, -0.669)
C (7.946, -8.340, 1.513)
O (6.689, -8.529, 2.093)
C (5.972, -7.346, 2.461)
C (4.862, -7.586, 3.465)
O (3.923, -8.579, 3.168)
C (2.871, -8.183, 2.347)
H (8.432, -7.531, 2.059)
H (7.892, -7.806, 0.564)
H (8.573, -9.229, 1.455)
H (5.443, -6.901, 1.618)
H (6.580, -6.591, 2.960)
H (4.443, -6.593, 3.630)
H (5.292, -7.948, 4.399)
H (2.207, -8.963, 1.975)
H (3.329, -7.699, 1.485)
H (2.156, -7.484, 2.781)
C (-8.545, 5.331, -0.174)
O (-7.784, 4.981, -1.280)
C (-6.982, 6.092, -1.658)
C (-5.781, 6.412, -0.665)
O (-5.233, 5.255, -0.185)
C (-4.520, 5.460, 1.043)
H (-9.302, 4.601, 0.114)
H (-9.091, 6.247, -0.400)
H (-7.955, 5.635, 0.690)
H (-7.545, 6.982, -1.937)
H (-6.464, 5.737, -2.549)
H (-6.140, 7.003, 0.178)
H (-4.985, 7.033, -1.077)
H (-5.221, 5.849, 1.782)
H (-3.658, 6.125, 0.989)
H (-4.245, 4.523, 1.526)
C (-6.331, -5.024, 2.378)
O (-7.225, -4.524, 3.406)
C (-8.150, -3.491, 2.975)
C (-7.699, -2.017, 3.137)
O (-6.734, -1.764, 2.032)
C (-6.412, -0.449, 1.832)
H (-6.928, -5.238, 1.492)
H (-5.754, -5.902, 2.668)
H (-5.700, -4.150, 2.218)
H (-9.075, -3.593, 3.543)
H (-8.323, -3.652, 1.911)
H (-7.175, -1.817, 4.072)
H (-8.505, -1.289, 3.043)
H (-6.074, -0.039, 2.783)
H (-7.352, 0.053, 1.603)
H (-5.609, -0.355, 1.101)
C (-1.118, -2.584, 2.489)
O (0.066, -2.003, 2.051)
C (0.364, -2.150, 0.655)
C (1.252, -0.925, 0.162)
O (0.742, 0.305, 0.345)
C (-0.346, 0.576, -0.539)
H (-0.946, -3.241, 3.341)
H (-1.658, -3.198, 1.769)
H (-1.776, -1.773, 2.801)
H (-0.518, -2.234, 0.021)
H (0.928, -3.053, 0.421)
H (1.548, -1.074, -0.876)
H (2.210, -0.875, 0.679)
H (0.074, 0.616, -1.544)
H (-0.848, 1.462, -0.150)
H (-1.107, -0.200, -0.454)

Calculated values
E_HOMO ... -8.177 eV
LUMO energy ... 0.206 eV
Structure (SMILES) ... Oc1ccc(O)cc1.Oc1ccc(O)cc1.Oc1ccc(O)cc1.Oc1ccc(O)cc1.COCCOC.COCCOC.COCCOC.COCCOC.COCCOC
ΔE to the lowest compared entry with this formula, charge and spin ... 225.5 kcal/mol

Löwdin population analysis, charges in e, atoms 1 to 99: 0.04 -0.33 -0.02 -0.02 -0.37 0.04 -0.01 -0.01 0.10 0.12 0.12 0.12 0.12 0.11 0.04 -0.35 -0.04 0.00 -0.29 0.02 -0.03 -0.01 0.11 0.12 0.12 0.08 0.11 0.11 0.01 -0.30 -0.02 0.00 -0.38 0.05 0.00 -0.01 0.09 0.10 0.11 0.12 0.11 0.11 0.02 -0.36 -0.01 -0.01 -0.31 0.03 -0.02 -0.02 0.11 0.12 0.12 0.10 0.12 0.13 -0.09 -0.24 -0.16 -0.21 -0.19 -0.06 0.09 0.08 0.08 0.11 0.12 0.12 0.12 0.07 0.08 0.08 -0.12 -0.17 -0.20 -0.22 -0.16 -0.12 0.08 0.08 0.09 0.12 0.13 0.13 0.13 0.09 0.08 0.08 -0.14 -0.16 -0.17 -0.25 -0.18 -0.09 0.09 0.08 0.08 0.12 0.12

No. 3
C24H59FIO2PSb as an isolated structure. Source: OMol25; level of theory: ωB97M-V/def2-TZVPD.

CARTESIAN COORDINATES (ANGSTROEM)
C (4.833, 0.647, 1.192)
C (4.442, -0.841, 1.270)
C (3.933, -1.431, -0.028)
F (3.112, -0.479, -0.707)
Sb (2.784, -3.395, 0.031)
C (1.259, -2.642, 1.484)
C (0.865, -1.163, 1.471)
C (0.446, -0.622, 2.830)
O (-0.264, -0.943, 0.591)
P (4.292, -3.996, 2.229)
O (5.633, -4.562, 1.405)
I (3.178, -6.166, 2.760)
H (4.162, 1.262, 1.797)
H (5.854, 0.835, 1.531)
H (4.747, 1.008, 0.162)
H (3.719, -0.994, 2.082)
H (5.304, -1.457, 1.549)
H (4.767, -1.629, -0.713)
H (4.077, -4.032, -1.007)
H (2.005, -4.959, 0.096)
H (1.828, -2.851, -1.340)
H (1.547, -2.981, 2.486)
H (0.377, -3.227, 1.196)
H (1.686, -0.554, 1.074)
H (0.418, 0.470, 2.843)
H (-0.560, -0.988, 3.065)
H (1.125, -0.977, 3.608)
H (0.006, -1.251, -0.288)
H (6.381, -4.691, 2.016)
C (-2.950, 2.523, -4.692)
C (-2.837, 1.038, -4.366)
C (-2.388, 0.762, -2.931)
C (-1.017, 1.335, -2.561)
C (0.124, 0.884, -3.473)
C (0.368, -0.618, -3.434)
H (-1.986, 3.026, -4.598)
H (-3.308, 2.684, -5.711)
H (-3.646, 3.019, -4.011)
H (-2.145, 0.564, -5.067)
H (-3.806, 0.557, -4.528)
H (-2.391, -0.317, -2.760)
H (-3.133, 1.174, -2.242)
H (-0.791, 1.037, -1.535)
H (-1.067, 2.428, -2.560)
H (1.043, 1.398, -3.176)
H (-0.086, 1.206, -4.499)
H (0.668, -0.934, -2.431)
H (1.180, -0.912, -4.101)
H (-0.520, -1.182, -3.725)
C (1.564, 2.410, 0.722)
C (1.625, 3.796, 0.096)
C (2.855, 4.599, 0.521)
C (2.971, 4.837, 2.029)
C (1.761, 5.522, 2.663)
C (1.473, 6.904, 2.088)
H (1.485, 2.459, 1.811)
H (0.708, 1.841, 0.367)
H (2.460, 1.837, 0.475)
H (0.714, 4.354, 0.337)
H (1.636, 3.700, -0.994)
H (2.861, 5.558, -0.005)
H (3.753, 4.066, 0.190)
H (3.864, 5.443, 2.221)
H (3.141, 3.883, 2.533)
H (1.929, 5.604, 3.740)
H (0.878, 4.888, 2.544)
H (2.338, 7.562, 2.204)
H (0.625, 7.376, 2.588)
H (1.240, 6.853, 1.023)
C (-3.596, -0.911, 0.297)
C (-4.822, -1.512, 0.971)
C (-4.518, -2.816, 1.710)
C (-3.932, -3.926, 0.833)
C (-4.781, -4.297, -0.381)
C (-6.173, -4.805, -0.021)
H (-3.191, -1.575, -0.469)
H (-3.828, 0.039, -0.187)
H (-2.789, -0.737, 1.011)
H (-5.609, -1.681, 0.228)
H (-5.236, -0.797, 1.687)
H (-5.429, -3.173, 2.201)
H (-3.803, -2.607, 2.511)
H (-3.784, -4.818, 1.451)
H (-2.936, -3.630, 0.495)
H (-4.252, -5.063, -0.955)
H (-4.870, -3.433, -1.046)
H (-6.110, -5.678, 0.634)
H (-6.736, -5.094, -0.910)
H (-6.753, -4.043, 0.503)

Calculated values
E_HOMO ... -3.868 eV
LUMO energy ... 2.611 eV
Net charge ... -1

Just the Löwdin charges please, in e? Sure, here they are: -0.10 -0.31 -0.48 -0.16 0.83 -0.34 -0.51 -0.05 -0.09 0.19 -0.58 0.12 0.05 0.06 0.06 0.08 0.07 0.07 -0.09 -0.13 -0.08 0.02 0.04 0.09 0.06 0.08 0.08 0.06 0.02 -0.12 -0.27 -0.23 -0.22 -0.26 -0.10 0.06 0.06 0.07 0.10 0.10 0.10 0.10 0.09 0.10 0.10 0.09 0.04 0.07 0.07 -0.10 -0.26 -0.23 -0.23 -0.27 -0.12 0.07 0.06 0.05 0.10 0.10 0.10 0.11 0.11 0.10 0.10 0.10 0.07 0.07 0.06 -0.11 -0.27 -0.23 -0.22 -0.27 -0.12 0.06 0.06 0.06 0.09 0.10 0.10 0.11 0.11 0.10 0.10 0.10 0.07 0.06 0.06